Entry 1:
{
  "formula": "C12H12F4O12",
  "method": "ωB97M-V with the def2-TZVPD basis set",
  "elements": ["C", "C", "O", "C", "O", "O", "F", "H", "H", "H", "C", "C", "O", "C", "O", "O", "F", "H", "H", "H", "C", "C", "O", "C", "O", "O", "F", "H", "H", "H", "C", "C", "O", "C", "O", "O", "F", "H", "H", "H"],
  "positions_angstrom": [[-1.342, 3.732, -1.876], [-1.610, 4.852, -0.859], [-2.322, 5.751, -1.656], [-2.143, 5.556, -2.991], [-2.351, 6.411, -3.777], [-1.491, 4.396, -3.182], [-0.439, 5.343, -0.424], [-2.081, 2.950, -1.717], [-0.464, 3.097, -1.911], [-2.279, 4.632, -0.003], [-1.477, 2.534, 1.461], [-1.010, 1.631, 2.601], [-1.740, 2.096, 3.706], [-2.510, 3.211, 3.381], [-3.163, 3.817, 4.169], [-2.499, 3.404, 2.048], [0.350, 1.873, 2.857], [-1.842, 1.897, 0.650], [-0.706, 3.191, 1.084], [-1.253, 0.624, 2.454], [1.240, -6.566, -1.486], [1.996, -7.036, -0.263], [1.007, -7.414, 0.627], [-0.143, -6.662, 0.317], [-1.114, -6.427, 0.984], [0.009, -6.096, -0.859], [2.690, -5.959, 0.224], [1.040, -7.374, -2.231], [1.699, -5.679, -1.908], [2.724, -7.841, -0.368], [2.519, -0.694, 0.765], [2.789, -0.802, -0.737], [1.873, 0.139, -1.270], [0.984, 0.545, -0.329], [0.011, 1.211, -0.566], [1.246, -0.044, 0.838], [2.389, -2.032, -1.154], [3.253, -0.115, 1.263], [2.419, -1.618, 1.267], [3.740, -0.536, -1.129]],
  "atomic_forces_ev_per_a": [[-0.89, -0.62, -0.69], [-0.92, -1.27, -1.00], [-0.31, 0.67, 0.77], [1.70, 0.56, 0.69], [-0.63, -0.33, -0.72], [-0.37, -0.81, 0.92], [0.66, 0.90, 0.46], [-0.78, 0.18, -0.48], [0.77, 0.93, 0.38], [0.70, -0.09, -0.43], [-0.56, 0.06, -0.07], [0.46, 3.15, 0.67], [-0.24, 0.55, -0.09], [-0.52, -0.59, 0.55], [0.67, -0.35, -0.56], [0.85, -0.82, -0.18], [-1.11, -0.70, -0.25], [-0.45, 0.58, 0.17], [0.40, -0.12, 0.04], [0.46, -1.69, -0.08], [-0.75, -0.03, 0.04], [0.41, -0.35, -0.40], [-1.29, 0.48, 0.39], [-0.95, 0.74, 1.34], [1.55, -1.28, -0.04], [0.92, -0.34, -1.91], [0.18, 0.33, 0.45], [0.04, 0.73, 0.60], [0.15, -0.20, -0.30], [-0.27, -0.06, -0.15], [-0.25, 0.41, -0.65], [-2.02, 0.25, 0.69], [0.22, 0.51, -0.05], [-1.19, -0.70, -0.63], [1.08, -0.25, 0.25], [0.29, 0.39, 0.07], [0.33, -0.28, -0.36], [0.69, 0.80, 0.51], [0.01, -1.14, 0.20], [0.96, -0.19, -0.11]],
  "smiles": "O=C1OC[C@@H](F)O1.O=C1OC[C@@H](F)O1.O=C1OC[C@@H](F)O1.O=C1OC[C@@H](F)O1",
  "mol_weight_g_mol": 424.2,
  "homo_lumo_gap_ev": 11.26,
  "homo_energy_ev": -11.21,
  "energy_ev": -48078.4910
}


Entry 2:
{
  "formula": "C22H50BClN2O10S2",
  "method": "ωB97M-V with the def2-TZVPD basis set",
  "elements": ["C", "C", "B", "O", "C", "C", "C", "C", "C", "S", "O", "O", "Cl", "C", "C", "C", "O", "S", "O", "O", "H", "H", "H", "H", "H", "H", "H", "H", "H", "H", "H", "H", "H", "H", "H", "H", "H", "H", "H", "H", "C", "O", "C", "C", "N", "C", "C", "O", "C", "H", "H", "H", "H", "H", "H", "H", "H", "H", "H", "H", "H", "H", "H", "H", "C", "O", "C", "C", "N", "C", "C", "O", "C", "H", "H", "H", "H", "H", "H", "H", "H", "H", "H", "H", "H", "H", "H", "H"],
  "positions_angstrom": [[6.447, -6.219, -2.139], [5.123, -6.596, -1.354], [3.953, -5.665, -1.894], [3.345, -6.052, -3.134], [3.331, -4.355, -1.187], [1.988, -4.622, -0.413], [0.970, -5.469, -1.233], [-0.450, -5.198, -0.620], [-1.172, -4.009, -1.352], [-2.325, -4.546, -2.664], [-1.635, -4.702, -3.974], [-3.354, -3.485, -2.776], [-3.244, -6.332, -2.197], [2.957, -3.344, -2.357], [4.191, -2.767, -3.119], [5.467, -2.550, -2.251], [5.209, -2.192, -0.885], [4.440, -3.423, -0.072], [5.387, -4.258, 0.693], [3.539, -2.724, 0.889], [6.861, -7.138, -2.579], [6.186, -5.537, -2.977], [7.211, -5.760, -1.495], [5.240, -6.619, -0.260], [4.867, -7.634, -1.661], [3.850, -5.677, -3.858], [2.202, -5.135, 0.539], [1.511, -3.643, -0.214], [0.911, -5.195, -2.300], [1.218, -6.544, -1.195], [-1.053, -6.123, -0.640], [-0.375, -4.876, 0.437], [-1.766, -3.448, -0.613], [-0.445, -3.330, -1.828], [2.231, -3.773, -3.059], [2.442, -2.500, -1.847], [3.883, -1.779, -3.513], [4.477, -3.381, -3.994], [6.085, -1.748, -2.687], [6.065, -3.487, -2.236], [-2.168, 2.206, 3.545], [-0.866, 2.713, 3.297], [0.129, 2.242, 4.200], [1.044, 1.217, 3.543], [0.351, -0.046, 3.295], [1.041, -0.957, 2.378], [1.401, -0.466, 0.972], [0.291, -0.278, 0.097], [-0.449, 0.913, 0.302], [-2.874, 2.820, 2.985], [-2.270, 1.177, 3.186], [-2.426, 2.255, 4.606], [-0.310, 1.862, 5.127], [0.740, 3.112, 4.458], [1.900, 1.025, 4.194], [1.411, 1.661, 2.612], [-0.566, 0.146, 2.919], [0.389, -1.828, 2.263], [1.954, -1.311, 2.867], [2.001, -1.251, 0.511], [2.038, 0.426, 0.984], [0.191, 1.754, 0.579], [-1.222, 0.757, 1.057], [-0.957, 1.161, -0.631], [-6.862, 7.452, -0.784], [-5.571, 7.450, -1.367], [-4.710, 8.477, -0.885], [-3.642, 7.927, 0.052], [-4.210, 7.498, 1.329], [-3.326, 6.664, 2.147], [-2.766, 5.365, 1.555], [-3.718, 4.328, 1.366], [-4.544, 4.471, 0.225], [-7.504, 6.822, -1.400], [-6.849, 7.026, 0.223], [-7.289, 8.458, -0.752], [-5.272, 9.295, -0.426], [-4.200, 8.880, -1.764], [-2.896, 8.702, 0.243], [-3.153, 7.096, -0.467], [-5.062, 6.984, 1.159], [-3.899, 6.394, 3.040], [-2.490, 7.282, 2.486], [-2.051, 4.969, 2.282], [-2.192, 5.532, 0.636], [-4.008, 4.900, -0.625], [-5.424, 5.072, 0.465], [-4.903, 3.481, -0.059]],
  "atomic_forces_ev_per_a": [[-0.55, -0.28, 0.08], [-0.27, -0.30, -0.27], [-0.07, -1.16, -0.10], [0.72, 0.73, 1.41], [-0.33, 0.77, -1.95], [0.27, -0.30, -0.51], [-0.51, 0.13, 0.51], [0.29, 0.22, -0.37], [0.10, -1.45, 1.24], [-0.73, 3.93, -4.60], [-0.53, -0.86, 3.22], [1.39, -2.36, 1.33], [0.49, 0.52, 0.23], [0.62, 0.80, 0.90], [-0.28, 0.62, 0.18], [0.25, -0.93, -0.79], [-1.36, -1.66, 0.14], [-0.71, 0.99, 5.59], [-0.83, 0.95, -2.73], [1.53, -0.78, -2.51], [0.00, 0.47, 0.10], [0.50, -0.30, 0.33], [-0.40, -0.01, -0.25], [0.19, 0.30, -0.46], [0.00, 0.57, 0.14], [-0.09, -0.12, -0.46], [-0.21, 0.33, -0.28], [0.49, -0.41, 0.12], [0.28, -0.13, 0.44], [-0.10, 0.45, 0.02], [0.13, 0.57, 0.00], [0.10, -0.38, -0.46], [-0.05, -0.19, -0.65], [-0.52, -0.28, -0.17], [0.40, -0.08, 0.32], [0.27, -0.31, -0.37], [0.13, -0.53, 0.04], [-0.10, 0.19, 0.41], [-0.23, -0.34, 0.37], [-0.13, 0.57, -0.11], [-0.04, 0.16, -0.28], [-0.19, -0.15, 0.31], [0.49, 0.21, -0.24], [-0.47, -0.22, -0.04], [0.10, 0.09, -0.12], [-0.18, 0.08, 0.04], [0.02, -0.28, -0.07], [0.09, 0.10, 0.05], [-0.14, -0.24, -0.16], [0.07, -0.01, -0.01], [-0.08, -0.08, 0.16], [0.06, -0.07, 0.04], [-0.11, -0.12, -0.08], [-0.01, -0.01, 0.05], [0.06, 0.03, 0.01], [0.14, 0.16, 0.06], [-0.02, 0.07, 0.02], [0.09, -0.04, -0.02], [0.07, 0.03, -0.11], [-0.06, 0.07, 0.06], [-0.14, 0.13, 0.06], [0.00, -0.03, 0.11], [0.01, 0.22, 0.11], [0.08, -0.07, -0.04], [0.09, -0.24, -0.16], [-0.23, 0.24, 0.23], [0.51, -0.12, -0.24], [-0.45, -0.15, 0.23], [0.15, -0.08, -0.13], [-0.26, 0.00, -0.05], [0.17, 0.01, 0.32], [0.07, 0.15, -0.15], [-0.11, -0.22, 0.21], [0.06, 0.02, -0.03], [-0.10, 0.12, 0.09], [0.01, 0.03, 0.05], [-0.09, -0.10, 0.12], [-0.02, 0.05, 0.02], [0.05, 0.03, -0.03], [0.12, 0.10, -0.16], [-0.03, 0.01, -0.04], [0.09, -0.01, 0.03], [0.07, -0.05, -0.06], [-0.02, -0.02, -0.01], [-0.13, 0.04, -0.12], [-0.02, 0.10, 0.03], [-0.02, 0.13, -0.20], [0.10, -0.03, 0.05]],
  "smiles": "CCB(O)[C@]1(CCCCS(=O)(=O)Cl)CCCOS1(=O)=O.COCCNCCOC.COCCNCCOC",
  "mol_weight_g_mol": 613.0,
  "homo_lumo_gap_ev": 8.01,
  "homo_energy_ev": -8.43,
  "energy_ev": -81945.2970
}


Entry 3:
{
  "formula": "C15H20ClFN2O3S",
  "method": "ωB97M-V with the def2-TZVPD basis set",
  "elements": ["C", "C", "H", "H", "S", "O", "O", "N", "C", "C", "H", "H", "C", "C", "O", "N", "H", "C", "C", "C", "C", "C", "C", "C", "Cl", "H", "F", "H", "H", "H", "H", "C", "C", "H", "H", "H", "H", "H", "H", "H", "H", "H", "H"],
  "positions_angstrom": [[-5.615, -0.463, -1.607], [-5.209, -1.475, -0.562], [-6.055, -1.846, 0.010], [-4.648, -2.307, -0.974], [-4.109, -0.661, 0.634], [-3.703, -1.645, 1.603], [-4.757, 0.524, 1.118], [-2.837, -0.220, -0.365], [-2.422, 1.165, -0.298], [-1.561, 1.431, 0.935], [-2.172, 1.252, 1.822], [-1.234, 2.473, 0.939], [-0.345, 0.493, 0.976], [0.653, 0.843, -0.120], [0.402, 0.822, -1.308], [1.877, 1.199, 0.340], [2.072, 1.192, 1.328], [2.984, 1.476, -0.551], [4.191, 0.649, -0.203], [5.364, 1.257, 0.228], [6.482, 0.518, 0.569], [6.413, -0.860, 0.480], [5.266, -1.508, 0.059], [4.161, -0.744, -0.281], [2.732, -1.552, -0.817], [5.240, -2.583, -0.004], [7.488, -1.597, 0.810], [7.392, 0.992, 0.899], [5.403, 2.334, 0.292], [2.622, 1.238, -1.557], [3.241, 2.540, -0.511], [-0.811, -0.964, 0.832], [-1.720, -1.140, -0.384], [-2.125, -2.153, -0.397], [-1.158, -0.957, -1.305], [0.051, -1.628, 0.744], [-1.378, -1.242, 1.722], [0.149, 0.605, 1.948], [-3.327, 1.771, -0.260], [-1.862, 1.388, -1.209], [-6.074, 0.392, -1.116], [-4.738, -0.121, -2.149], [-6.325, -0.890, -2.312]],
  "atomic_forces_ev_per_a": [[-0.10, 0.07, -0.09], [0.51, 0.55, 0.45], [0.01, -0.06, 0.16], [0.07, -0.15, 0.00], [-0.31, -0.62, -0.46], [0.13, -0.11, -0.21], [0.00, 0.28, -0.24], [-0.90, -0.21, 0.57], [-0.12, 0.75, 0.12], [0.10, -0.03, -0.23], [0.04, 0.09, 0.05], [-0.04, 0.04, 0.06], [-0.05, -0.05, -0.05], [0.01, 0.13, 0.75], [-0.22, -0.06, -0.46], [0.39, 0.21, 0.19], [-0.17, -0.06, -0.06], [-0.09, 0.03, -0.19], [-0.13, -0.01, -0.01], [-0.08, -0.18, -0.06], [0.13, -0.24, 0.03], [-0.17, 0.20, -0.05], [0.08, 0.01, 0.03], [0.36, 0.20, 0.14], [-0.03, -0.18, -0.12], [0.00, -0.11, -0.01], [-0.06, 0.02, -0.02], [0.11, 0.02, 0.04], [-0.02, 0.12, 0.00], [0.09, 0.12, 0.13], [0.02, -0.12, -0.09], [0.05, 0.04, -0.13], [0.38, -0.64, 0.05], [0.18, -0.07, -0.09], [-0.14, -0.09, 0.07], [0.00, -0.04, 0.04], [0.11, -0.01, 0.00], [-0.02, -0.01, -0.10], [0.16, 0.13, -0.08], [-0.15, -0.04, 0.08], [-0.10, 0.09, -0.08], [0.00, 0.04, -0.12], [-0.03, -0.03, -0.03]],
  "smiles": "CCS(=O)(=O)N1CCC(C(=O)NCc2ccc(F)cc2Cl)CC1",
  "mol_weight_g_mol": 362.9,
  "homo_lumo_gap_ev": 9.85,
  "homo_energy_ev": -9.23,
  "energy_ev": -51078.2139
}


Repeat the first record exactly.
{
  "formula": "C12H12F4O12",
  "method": "ωB97M-V with the def2-TZVPD basis set",
  "elements": ["C", "C", "O", "C", "O", "O", "F", "H", "H", "H", "C", "C", "O", "C", "O", "O", "F", "H", "H", "H", "C", "C", "O", "C", "O", "O", "F", "H", "H", "H", "C", "C", "O", "C", "O", "O", "F", "H", "H", "H"],
  "positions_angstrom": [[-1.342, 3.732, -1.876], [-1.610, 4.852, -0.859], [-2.322, 5.751, -1.656], [-2.143, 5.556, -2.991], [-2.351, 6.411, -3.777], [-1.491, 4.396, -3.182], [-0.439, 5.343, -0.424], [-2.081, 2.950, -1.717], [-0.464, 3.097, -1.911], [-2.279, 4.632, -0.003], [-1.477, 2.534, 1.461], [-1.010, 1.631, 2.601], [-1.740, 2.096, 3.706], [-2.510, 3.211, 3.381], [-3.163, 3.817, 4.169], [-2.499, 3.404, 2.048], [0.350, 1.873, 2.857], [-1.842, 1.897, 0.650], [-0.706, 3.191, 1.084], [-1.253, 0.624, 2.454], [1.240, -6.566, -1.486], [1.996, -7.036, -0.263], [1.007, -7.414, 0.627], [-0.143, -6.662, 0.317], [-1.114, -6.427, 0.984], [0.009, -6.096, -0.859], [2.690, -5.959, 0.224], [1.040, -7.374, -2.231], [1.699, -5.679, -1.908], [2.724, -7.841, -0.368], [2.519, -0.694, 0.765], [2.789, -0.802, -0.737], [1.873, 0.139, -1.270], [0.984, 0.545, -0.329], [0.011, 1.211, -0.566], [1.246, -0.044, 0.838], [2.389, -2.032, -1.154], [3.253, -0.115, 1.263], [2.419, -1.618, 1.267], [3.740, -0.536, -1.129]],
  "atomic_forces_ev_per_a": [[-0.89, -0.62, -0.69], [-0.92, -1.27, -1.00], [-0.31, 0.67, 0.77], [1.70, 0.56, 0.69], [-0.63, -0.33, -0.72], [-0.37, -0.81, 0.92], [0.66, 0.90, 0.46], [-0.78, 0.18, -0.48], [0.77, 0.93, 0.38], [0.70, -0.09, -0.43], [-0.56, 0.06, -0.07], [0.46, 3.15, 0.67], [-0.24, 0.55, -0.09], [-0.52, -0.59, 0.55], [0.67, -0.35, -0.56], [0.85, -0.82, -0.18], [-1.11, -0.70, -0.25], [-0.45, 0.58, 0.17], [0.40, -0.12, 0.04], [0.46, -1.69, -0.08], [-0.75, -0.03, 0.04], [0.41, -0.35, -0.40], [-1.29, 0.48, 0.39], [-0.95, 0.74, 1.34], [1.55, -1.28, -0.04], [0.92, -0.34, -1.91], [0.18, 0.33, 0.45], [0.04, 0.73, 0.60], [0.15, -0.20, -0.30], [-0.27, -0.06, -0.15], [-0.25, 0.41, -0.65], [-2.02, 0.25, 0.69], [0.22, 0.51, -0.05], [-1.19, -0.70, -0.63], [1.08, -0.25, 0.25], [0.29, 0.39, 0.07], [0.33, -0.28, -0.36], [0.69, 0.80, 0.51], [0.01, -1.14, 0.20], [0.96, -0.19, -0.11]],
  "smiles": "O=C1OC[C@@H](F)O1.O=C1OC[C@@H](F)O1.O=C1OC[C@@H](F)O1.O=C1OC[C@@H](F)O1",
  "mol_weight_g_mol": 424.2,
  "homo_lumo_gap_ev": 11.26,
  "homo_energy_ev": -11.21,
  "energy_ev": -48078.4910
}